Arrangement A

The following is a quantum chemistry calculation of a gas-phase ion, C5H12N (charge +1), from the Open Molecules 2025 dataset.

CARTESIAN COORDINATES (ANGSTROEM)
C1 -1.911 0.355 2.152
C2 -1.367 -0.226 0.876
C3 -0.051 -0.186 0.646
C4 0.584 -1.077 -0.385
C5 1.334 -0.351 -1.555
N1 1.139 1.131 -1.468
H1 -1.127 0.526 2.873
H2 -2.645 -0.311 2.626
H3 -2.529 1.234 1.906
H4 -2.018 -0.811 0.240
H5 0.650 0.426 1.197
H6 1.373 -1.599 0.167
H7 -0.055 -1.870 -0.791
H8 1.073 -0.756 -2.534
H9 2.409 -0.495 -1.402
H10 1.409 1.479 -0.552
H11 0.133 1.291 -1.611
H12 1.570 1.602 -2.265

Results
net charge: +1
LUMO energy: -3.6473 eV
SMILES string: C/C=C/CC[NH3+]

Here are the Mulliken charges for atoms 1 to 5, given in e: atom 1 (C): -1.16, atom 2 (C): -0.05, atom 3 (C): -0.59, atom 4 (C): -0.44, atom 5 (C): -0.65

---

Arrangement B

The following is a quantum chemistry calculation of a gas-phase ion, C5H12N (charge +1), from the Open Molecules 2025 dataset.

CARTESIAN COORDINATES (ANGSTROEM)
C1 -1.853 0.724 0.793
C2 -0.849 0.280 -0.057
C3 -1.244 -0.841 -0.974
C4 0.585 0.488 0.303
C5 1.230 -0.675 1.084
N1 1.382 0.747 -1.000
H1 -1.515 1.493 1.475
H2 -2.707 0.147 0.767
H3 -1.522 -0.341 -1.988
H4 -2.176 -1.373 -0.606
H5 -0.450 -1.599 -1.052
H6 0.733 1.497 0.847
H7 1.177 -1.636 0.476
H8 0.557 -0.853 1.945
H9 2.156 -0.290 1.473
H10 1.144 1.574 -1.403
H11 0.997 -0.156 -1.370
H12 2.356 0.812 -0.713

Results
net charge: +1
LUMO energy: -3.5438 eV
SMILES string: C=C(C)[C@@H](C)[NH3+]

Here are the Mulliken charges for atoms 1 to 5, given in e: atom 1 (C): -0.98, atom 2 (C): 0.79, atom 3 (C): -1.37, atom 4 (C): -0.60, atom 5 (C): -1.07

---

arrangement A wins, 1.024 eV ahead of the next structure.

---

Arrangement A

The following is a quantum chemistry calculation of 2 unconnected molecules or ions with the total composition C5H12N, from the Open Molecules 2025 dataset.

CARTESIAN COORDINATES (ANGSTROEM)
C1 -2.222 -1.349 0.750
C2 -1.842 -0.271 0.129
C3 -2.167 0.959 -0.628
C4 2.902 -0.095 -0.340
C5 0.553 0.011 0.741
N1 1.397 0.335 -0.389
H1 -1.872 -1.763 1.719
H2 -3.077 -1.931 0.437
H3 -2.785 1.651 0.078
H4 -2.760 0.734 -1.622
H5 -1.259 1.489 -0.882
H6 2.743 -1.163 -0.361
H7 3.406 0.167 -1.145
H8 3.353 0.178 0.588
H9 0.532 0.670 1.519
H10 0.748 -1.041 1.120
H11 1.491 1.348 -0.428
H12 0.859 0.070 -1.287

Results
net charge: +1
LUMO energy (spin up / spin down): -4.0088 / -4.0095 eV

Here are the Mulliken charges for atoms 1 to 5, given in e: atom 1 (C): -0.62, atom 2 (C): 0.44, atom 3 (C): -0.73, atom 4 (C): -0.91, atom 5 (C): -1.04

---

Arrangement B

The following is a quantum chemistry calculation of 2 unconnected molecules or ions with the total composition C5H12N, from the Open Molecules 2025 dataset.

CARTESIAN COORDINATES (ANGSTROEM)
C1 0.041 1.695 0.613
C2 0.484 1.225 1.794
C3 0.782 1.001 3.006
C4 -0.588 -1.789 -0.401
C5 -0.304 -0.191 -2.136
N1 0.220 -0.660 -0.862
H1 0.543 2.024 -0.262
H2 -0.974 2.118 0.487
H3 0.795 1.816 3.751
H4 0.208 0.230 -0.136
H5 1.017 0.018 3.366
H6 -1.558 -1.550 -0.742
H7 -0.259 -2.754 -0.866
H8 -0.452 -1.967 0.716
H9 0.217 0.696 -2.530
H10 0.006 -0.941 -2.846
H11 -1.407 0.014 -2.021
H12 1.231 -0.986 -0.930

Results
net charge: +1
LUMO energy: -3.2450 eV

Here are the Mulliken charges for atoms 1 to 5, given in e: atom 1 (C): -0.84, atom 2 (C): 0.44, atom 3 (C): -0.60, atom 4 (C): -0.75, atom 5 (C): -1.00

---

arrangement B wins, 2.282 eV ahead of the next structure.

---

Arrangement A

The following is a quantum chemistry calculation of a gas-phase ion, C5H12N (charge +1), from the Open Molecules 2025 dataset.

CARTESIAN COORDINATES (ANGSTROEM)
C1 -2.614 -0.569 0.215
C2 -1.608 -0.319 -0.942
C3 -0.233 -0.327 -0.714
C4 0.466 -0.279 0.612
C5 1.877 0.346 0.726
N1 1.942 1.252 -0.425
H1 -3.068 0.404 0.676
H2 -2.125 -1.215 0.956
H3 -3.442 -1.288 -0.146
H4 -1.960 -0.440 -1.986
H5 0.432 -0.990 -1.393
H6 -0.176 0.177 1.396
H7 0.537 -1.270 0.986
H8 2.579 -0.474 0.685
H9 1.989 0.899 1.662
H10 0.835 1.479 -0.500
H11 2.000 0.634 -1.386
H12 2.568 1.980 -0.422

Results
net charge: +1
LUMO energy: -3.5771 eV
SMILES string: C/C=C\CC[NH3+]

Here are the Mulliken charges for atoms 1 to 5, given in e: atom 1 (C): -1.05, atom 2 (C): -0.23, atom 3 (C): -0.58, atom 4 (C): -0.54, atom 5 (C): -0.57

---

Arrangement B

The following is a quantum chemistry calculation of 2 unconnected molecules or ions with the total composition C5H12N, from the Open Molecules 2025 dataset.

CARTESIAN COORDINATES (ANGSTROEM)
C1 2.067 0.571 0.367
C2 2.747 -0.374 -0.269
C3 -1.787 0.936 0.575
C4 -1.424 -1.363 0.304
C5 -0.326 0.246 -1.190
N1 -1.072 -0.054 -0.167
H1 1.576 0.471 1.344
H2 2.390 1.584 0.100
H3 2.818 -1.451 -0.060
H4 -2.835 1.057 0.131
H5 -1.702 0.816 1.673
H6 -1.335 1.951 0.263
H7 -2.184 -1.744 -0.406
H8 -0.596 -1.986 0.193
H9 -1.813 -1.313 1.264
H10 3.461 -0.031 -1.052
H11 0.012 -0.579 -1.794
H12 0.003 1.263 -1.277

Results
net charge: +1
LUMO energy: -4.9070 eV

Here are the Mulliken charges for atoms 1 to 5, given in e: atom 1 (C): -0.64, atom 2 (C): -0.41, atom 3 (C): -0.87, atom 4 (C): -0.92, atom 5 (C): -0.24

---

arrangement B wins, 0.103 eV ahead of the next structure.

---

Arrangement A

The following is a quantum chemistry calculation of 2 unconnected molecules or ions with the total composition C2H10N2S, from the Open Molecules 2025 dataset.

CARTESIAN COORDINATES (ANGSTROEM)
N1 -0.070 -0.057 -2.631
C1 0.941 0.411 -1.678
N2 1.914 -0.604 -1.336
H1 0.424 -0.486 -3.411
H2 -0.478 0.772 -3.051
H3 1.480 1.266 -2.095
H4 0.394 0.742 -0.785
H5 2.614 -0.157 -0.759
H6 1.503 -1.337 -0.768
C2 -1.608 0.934 1.515
S1 -0.584 -0.470 2.100
H7 -0.993 1.829 1.478
H8 -1.927 0.710 0.499
H9 -2.427 1.088 2.181
H10 0.581 0.123 1.820

Results
LUMO energy: 0.7692 eV
SMILES string: NCN.CS

Here are the Mulliken charges for atoms 1 to 5, given in e: atom 1 (N): -0.65, atom 2 (C): -0.01, atom 3 (N): -0.62, atom 4 (H): 0.25, atom 5 (H): 0.23

---

Arrangement B

The following is a quantum chemistry calculation of 2 unconnected molecules or ions with the total composition C2H10N2S, from the Open Molecules 2025 dataset.

CARTESIAN COORDINATES (ANGSTROEM)
N1 1.493 0.880 -3.472
C1 1.161 2.177 -2.808
N2 1.623 2.476 -1.485
H1 0.874 0.117 -3.367
H2 2.491 0.666 -3.572
H3 0.045 2.456 -3.096
H4 1.520 3.041 -3.399
H5 1.598 1.610 -0.970
H6 2.570 2.793 -1.588
C2 -2.453 -2.467 4.340
S1 -0.939 -3.313 3.649
H7 -2.847 -1.724 3.628
H8 -2.446 -1.759 5.178
H9 -3.171 -3.309 4.431
H10 -1.519 -3.642 2.532

Results
LUMO energy: 0.9352 eV
SMILES string: NCN.CS

Here are the Mulliken charges for atoms 1 to 5, given in e: atom 1 (N): -0.48, atom 2 (C): -0.37, atom 3 (N): -0.56, atom 4 (H): 0.18, atom 5 (H): 0.19

---

arrangement A wins, 0.928 eV ahead of the next structure.

---

Arrangement A

The following is a quantum chemistry calculation of a gas-phase ion, CH2N4P (charge -1), from the Open Molecules 2025 dataset.

CARTESIAN COORDINATES (ANGSTROEM)
C1 -0.087 -0.178 0.239
N1 -0.658 0.634 -0.634
N2 -0.886 -1.290 0.463
N3 -1.864 0.121 -0.845
N4 -1.972 -1.002 -0.243
P1 1.837 0.155 0.778
H1 1.341 1.375 0.805
H2 2.290 0.185 -0.564

Results
net charge: -1
LUMO energy: 4.3520 eV

Here are the Mulliken charges for atoms 1 to 5, given in e: atom 1 (C): 0.40, atom 2 (N): -0.34, atom 3 (N): -0.39, atom 4 (N): -0.35, atom 5 (N): -0.32

---

Arrangement B

The following is a quantum chemistry calculation of a gas-phase ion, CH2N4P (charge -1), from the Open Molecules 2025 dataset.

CARTESIAN COORDINATES (ANGSTROEM)
C1 -0.048 0.108 -0.221
N1 0.897 0.199 0.751
N2 0.026 1.090 -1.112
N3 1.524 1.355 0.428
N4 0.970 1.833 -0.684
P1 -1.183 -1.347 -0.259
H1 -1.936 -1.070 0.880
H2 -0.250 -2.168 0.217

Results
net charge: -1
LUMO energy: 4.5032 eV

Here are the Mulliken charges for atoms 1 to 5, given in e: atom 1 (C): 0.50, atom 2 (N): -0.35, atom 3 (N): -0.33, atom 4 (N): -0.34, atom 5 (N): -0.37

---

arrangement B wins, 0.521 eV ahead of the next structure.

---

Arrangement A

The following is a quantum chemistry calculation of a single C3H9N3O molecule, from the Open Molecules 2025 dataset.

CARTESIAN COORDINATES (ANGSTROEM)
N1 2.091 0.574 1.513
C1 1.272 1.283 0.556
N2 0.426 0.462 -0.312
C2 -0.063 -0.773 -0.021
O1 0.387 -1.515 0.829
C3 -1.243 -1.192 -0.895
N3 -2.373 -0.311 -0.667
H1 2.366 -0.334 1.126
H2 2.960 1.094 1.584
H3 1.833 1.933 -0.128
H4 0.614 1.969 1.105
H5 -0.053 1.015 -1.003
H6 -1.411 -2.257 -0.705
H7 -0.937 -1.085 -1.938
H8 -2.741 -0.398 0.273
H9 -3.129 -0.466 -1.318

Results
LUMO energy: 0.8506 eV
SMILES string: NCNC(=O)CN

Here are the Mulliken charges for atoms 1 to 5, given in e: atom 1 (N): -0.52, atom 2 (C): -0.51, atom 3 (N): -0.26, atom 4 (C): 0.69, atom 5 (O): -0.61

---

Arrangement B

The following is a quantum chemistry calculation of 2 unconnected molecules or ions with the total composition C3H9N3O, from the Open Molecules 2025 dataset.

CARTESIAN COORDINATES (ANGSTROEM)
N1 1.725 0.002 0.699
C1 0.492 0.763 0.574
C2 -0.324 0.284 -0.632
N2 0.505 0.153 -1.800
O1 -1.402 1.120 -0.922
H1 2.000 -0.073 1.671
H2 2.475 0.449 0.188
H3 0.662 1.847 0.467
H4 -0.130 0.563 1.458
H5 -0.823 -0.699 -0.284
H6 -0.015 -0.238 -2.576
H7 1.297 -0.448 -1.594
H8 -1.065 2.005 -1.112
C3 -1.745 -1.905 1.214
N3 -1.254 -1.507 2.171
H9 -2.399 -2.315 0.481

Results
LUMO energy: 0.9750 eV
SMILES string: NC[C@H](N)O.C#N

Here are the Mulliken charges for atoms 1 to 5, given in e: atom 1 (N): -0.63, atom 2 (C): -0.45, atom 3 (C): 0.57, atom 4 (N): -0.69, atom 5 (O): -0.58

---

arrangement A wins, 1.036 eV ahead of the next structure.